ORCA calculation (ωB97M-V with the def2-TZVPD basis set) on a 3-piece molecular cluster, C29H57BFN2O12P2S overall in a non-equilibrium geometry.

Geometry (Å):
C -4.83448 2.40481 0.33906
C -4.40120 1.27824 -0.25457
C -2.99850 1.22108 -0.89596
C -2.38628 -0.16346 -0.53369
C -3.22558 -1.17714 -1.39469
O -2.38101 -0.39313 0.84434
B -1.51481 -1.58217 1.17387
C -2.60395 -2.79863 1.38895
C -2.99003 -3.03357 2.88900
C -4.13732 -4.06265 2.94109
F -3.62359 -5.34439 3.23951
C -0.39049 -1.37105 2.36334
C 0.90770 -2.19108 2.14601
C 0.70657 -3.72396 1.94324
C 1.30549 -4.26620 0.60238
C 0.23315 -4.58692 -0.47152
C -0.11820 -6.09088 -0.60644
C -1.49350 -6.19692 -1.36147
O -0.68336 -1.61618 -0.08336
C -0.82887 -0.42775 -0.83656
C -0.12458 0.84876 -0.33307
C 1.41424 0.77386 -0.28485
S 1.94425 2.24634 0.70563
C 3.59796 2.57425 0.20858
N 4.65342 2.08421 0.76133
N 5.77652 2.51889 0.10164
C 5.30171 3.29965 -0.84530
O 3.97633 3.39654 -0.82830
C -0.38679 -0.85450 -2.25116
C -1.00712 0.12468 -3.32717
C -0.48851 -0.11055 -4.75882
O -1.85790 -0.48637 -4.27206
H -5.44386 2.36790 1.24936
H -4.60663 3.37373 -0.11037
H -5.06504 0.41259 -0.22309
H -2.46651 2.08318 -0.48141
H -3.13152 1.28689 -1.98642
H -4.14725 -1.42234 -0.84792
H -3.45177 -0.79407 -2.39492
H -2.67461 -2.12549 -1.47381
H -2.26928 -3.79267 1.02675
H -3.56557 -2.61598 0.88142
H -2.11454 -3.37784 3.45636
H -3.32162 -2.08891 3.35380
H -4.94290 -3.78674 3.64065
H -4.61020 -4.17371 1.95343
H -0.77102 -1.51737 3.38971
H -0.09339 -0.30170 2.30401
H 1.53120 -1.83080 1.31956
H 1.52270 -2.06723 3.05838
H -0.32785 -4.06968 2.06363
H 1.28996 -4.23642 2.73082
H 2.00715 -3.53940 0.16964
H 1.84760 -5.20604 0.80084
H 0.64049 -4.27831 -1.45209
H -0.70157 -4.03144 -0.35168
H -0.24130 -6.60721 0.35369
H 0.60296 -6.58658 -1.27296
H -1.46449 -6.92915 -2.18184
H -2.32006 -6.45502 -0.68460
H -1.74994 -5.22990 -1.82285
H -0.36944 1.65152 -1.05177
H -0.48253 1.20470 0.64109
H 1.81529 -0.10581 0.22758
H 1.85687 0.82730 -1.28742
H 5.91683 3.81607 -1.57404
H 0.68176 -0.65362 -2.41272
H -0.70947 -1.85544 -2.54032
H -1.19458 1.16412 -3.02448
H -0.82713 0.54243 -5.56230
H 0.14505 -0.98434 -4.91663
C -2.74208 7.44618 3.55882
O -3.10781 7.24960 2.17493
P -4.45140 6.26455 1.81900
O -3.77092 5.57600 0.68709
O -5.24749 7.60596 1.27749
C -5.57508 8.63881 2.20493
O -5.85496 5.34607 1.61741
C -6.99697 5.63782 2.43691
H -1.67291 7.26737 3.66513
H -2.95983 8.47613 3.85066
H -3.27630 6.76807 4.22601
H -4.82482 9.43081 2.15330
H -5.63141 8.26450 3.23102
H -6.54599 9.05304 1.93579
H -7.57582 6.44885 1.98972
H -6.70602 5.91249 3.45156
H -7.62271 4.74824 2.48115
C 6.56059 0.38425 -2.38165
O 6.43966 -0.93696 -1.80213
P 7.42657 -2.15463 -2.40299
O 6.43803 -3.24579 -2.52310
O 8.25902 -2.25014 -0.99298
C 8.91087 -1.08192 -0.49134
O 8.67398 -2.85647 -3.27052
C 9.93092 -2.16980 -3.36285
H 5.56171 0.74549 -2.62445
H 7.01052 1.06324 -1.65775
H 7.16629 0.36803 -3.29083
H 8.27999 -0.60381 0.25983
H 9.12968 -0.36316 -1.28582
H 9.85042 -1.38054 -0.02788
H 10.54172 -2.39709 -2.48715
H 9.79623 -1.09069 -3.44493
H 10.45128 -2.52552 -4.25045

Output
**Total charge**: -1

---

ORCA calculation (ωB97M-V with the def2-TZVPD basis set) on a 2-piece molecular cluster, C4H10N4S overall in a non-equilibrium geometry.

Geometry (Å):
C 1.87959 -0.40325 0.27547
C 1.46201 -1.75499 0.77476
C -2.36607 -0.20964 -1.07501
C -2.76203 0.94133 -0.05853
N 1.19629 0.56282 -0.33620
N 1.97233 1.54058 -0.51731
N 3.15416 -0.05747 0.37699
N 3.16099 1.19737 -0.03937
S -1.44904 1.03372 1.22710
H 1.35025 -1.69309 1.83951
H 2.26236 -2.54354 0.60377
H 0.39862 -2.09216 0.49263
H -1.81462 0.21690 -1.86129
H -1.86965 -0.90398 -0.44003
H -3.20576 -0.57979 -1.64956
H -3.77350 0.55431 0.43436
H -3.03051 1.83587 -0.45398
H -0.48990 0.61788 0.50933
H 3.92446 1.73712 -0.10266

Output
**Total charge**: 0
**Energy above the lowest of the compared OMol25 structures with the same formula, charge and spin**: 1.193 eV

---

ORCA calculation (ωB97M-V with the def2-TZVPD basis set) on C31H47BrCdN2P2 as an isolated structure in a non-equilibrium geometry.

Geometry (Å):
N 3.76270 4.49519 1.27298
C 2.54743 4.46129 1.85104
C 1.78747 3.29997 2.01390
C 2.27399 2.05789 1.53558
C 3.56778 2.09592 0.96251
C 4.24845 3.31188 0.85609
C 1.50014 0.82290 1.71311
Cd 0.13174 0.25432 0.03880
P -1.21980 -1.72598 -0.11250
C 1.91263 -0.44206 1.21612
C 1.67199 -1.71527 1.91095
C 2.44329 -2.85447 1.57928
C 2.22653 -4.09707 2.18626
C 1.22207 -4.21679 3.15569
C 0.46992 -3.09622 3.54902
C 0.70362 -1.86463 2.93483
Br 0.86204 -5.91687 3.94936
H 0.84508 0.83865 2.59316
H 2.78641 -0.46273 0.55512
H 0.81399 3.35114 2.51349
H 4.05193 1.17548 0.62285
H 2.15704 5.42351 2.21271
H 5.25325 3.33342 0.41004
H 3.22434 -2.76445 0.81640
H 0.10860 -0.99927 3.24205
H 2.82357 -4.96784 1.90137
H -0.29421 -3.19405 4.32519
P 1.08934 0.68614 -2.16698
C -2.40988 -1.83822 1.33985
C -2.95824 -3.19900 1.78599
H -3.23291 -1.13693 1.10364
H -1.85673 -1.37454 2.17327
H -3.58871 -3.07677 2.68603
H -3.57496 -3.68031 1.01007
H -2.13926 -3.88882 2.05138
C -0.36887 -3.39327 -0.13302
C -1.05698 -4.61063 -0.76171
H -0.10645 -3.60372 0.91668
H 0.59202 -3.21030 -0.64331
H -0.38105 -5.48365 -0.71014
H -1.98765 -4.88277 -0.23883
H -1.29816 -4.44425 -1.82604
C -2.33458 -1.79355 -1.62184
C -3.67690 -2.53357 -1.56498
H -1.69635 -2.19546 -2.43146
H -2.51022 -0.73997 -1.88893
H -4.20906 -2.42837 -2.52837
H -3.55762 -3.60975 -1.36483
H -4.33264 -2.11383 -0.78227
C 0.11255 1.50998 -3.54406
C -1.25095 0.88400 -3.83616
H 0.74467 1.52083 -4.45370
H -0.02312 2.56387 -3.24127
H -1.78273 1.44501 -4.62526
H -1.16012 -0.16295 -4.17298
H -1.87831 0.88852 -2.92953
C 1.59522 -0.88039 -3.06274
C 2.58556 -1.73294 -2.26380
H 2.00523 -0.61918 -4.05825
H 0.66380 -1.45217 -3.23034
H 2.79729 -2.68702 -2.77846
H 3.54717 -1.20981 -2.11837
H 2.17123 -1.95954 -1.26665
C 2.66503 1.68507 -2.35219
C 2.47710 3.17256 -2.03110
H 3.06055 1.54803 -3.37816
H 3.39965 1.24328 -1.65688
H 3.44864 3.69354 -1.99274
H 1.85826 3.67653 -2.79400
H 1.99082 3.30464 -1.05005
C -3.66926 5.10443 1.64350
C -2.81530 3.92236 1.29201
C -2.78596 2.79501 2.12775
C -1.96233 1.71151 1.79728
N -1.21305 1.74715 0.66341
C -1.23752 2.82731 -0.16039
C -2.02821 3.93412 0.13766
H -4.73563 4.80049 1.67706
H -3.36844 5.50028 2.63617
H -3.55962 5.92076 0.89674
H -3.38429 2.76432 3.02956
H -1.92146 0.85537 2.45126
H -0.61643 2.84219 -1.03983
H -2.01617 4.79052 -0.52507

Output
**Total charge**: +2
**Energy above the lowest of the compared OMol25 structures with the same formula, charge and spin**: 0.000 eV

---

Orbital gap per entry: 3.7; 9.6; 7.2 eV
HOMO energy per entry: -4.56; -8.60; -13.81 eV